1.
The following is a quantum chemistry calculation of the molecule C5H14NO in a non-equilibrium geometry, from the Open Molecules 2025 dataset.

ORCA input file:
```
! wB97M-V def2-TZVPD RIJCOSX def2/J DEFGRID3
* xyz 0 2
C 0.00 2.46 -0.02
C 0.26 0.98 0.10
C -0.91 0.08 -0.35
C -0.68 -1.44 -0.49
C -0.61 -2.22 0.87
O 0.42 -1.58 1.59
N 1.48 0.67 -0.84
H -0.22 2.70 -1.06
H 0.79 3.03 0.49
H -0.91 2.75 0.53
H 0.62 0.66 1.08
H -1.26 0.42 -1.32
H -1.62 0.30 0.48
H 0.18 -1.60 -1.09
H -1.61 -1.67 -1.04
H -1.53 -1.80 1.36
H -0.70 -3.30 0.85
H 1.01 -2.19 2.03
H 1.73 -0.37 -0.75
H 2.36 1.20 -0.58
H 1.22 0.90 -1.83
*
```

Values from the calculation:
Frontier orbital gap (spin up / spin down) ... 4.05 / 11.06 eV
<S²> ... 0.751
E_LUMO (spin up / spin down) ... 0.7753 / 0.6375 eV
HOMO (spin up / spin down) ... -3.28 / -10.42 eV
Energy above the lowest of the compared OMol25 structures with the same formula, charge and spin ... 52.6 kcal/mol

So, what does the Mulliken scheme give us? The charges, in e, come out as: C -1.305; C -0.245; C -0.757; C -0.994; C -0.503; O -0.360; N -2.468; H 0.427; H 0.512; H 0.363; H 0.028; H 0.492; H 0.290; H 0.648; H 0.305; H 0.226; H 0.431; H 0.227; H 0.580; H 1.169; H 0.934

2.
The following is a quantum chemistry calculation of C9H16F6Na2O9P as an isolated structure in a non-equilibrium geometry, from the Open Molecules 2025 dataset.

ORCA input file:
```
! wB97M-V def2-TZVPD RIJCOSX def2/J DEFGRID3
* xyz 1 1
Na 28.04 18.74 -13.31
Na 18.39 13.20 -11.67
P 23.57 13.98 -12.90
F 24.63 15.15 -13.29
F 24.61 13.65 -11.72
F 22.67 14.93 -11.94
F 22.59 12.73 -12.60
F 22.67 14.29 -14.25
F 24.43 13.04 -13.93
C 28.34 8.86 -15.55
C 27.88 8.37 -14.20
O 28.99 7.78 -13.74
C 29.77 7.42 -14.72
O 30.82 6.80 -14.56
O 29.39 8.00 -15.87
H 28.75 9.87 -15.49
H 27.60 8.74 -16.33
H 27.12 7.60 -14.28
H 27.57 9.19 -13.55
C 18.24 20.65 -12.03
O 16.93 20.39 -11.53
C 16.41 19.22 -11.76
O 17.01 18.29 -12.27
O 15.02 19.27 -11.48
C 14.41 20.25 -10.62
H 18.53 21.51 -11.42
H 18.36 20.89 -13.09
H 18.94 19.83 -11.85
H 13.32 20.18 -10.57
H 14.69 21.26 -10.92
H 14.67 20.17 -9.56
C 22.14 19.04 -18.66
O 22.62 20.39 -18.68
C 23.60 20.66 -17.88
O 24.13 19.90 -17.06
O 23.93 21.96 -17.98
C 24.81 22.64 -17.10
H 22.83 18.23 -18.43
H 21.83 18.74 -19.66
H 21.30 18.92 -17.98
H 25.77 22.24 -17.43
H 24.59 22.27 -16.10
H 24.74 23.73 -17.10
*
```

Values from the calculation:
Frontier orbital gap ... 6.72 eV
E_LUMO ... -4.8616 eV
HOMO ... -11.58 eV

So, what does the Mulliken scheme give us? The charges, in e, come out as: Na 1.000; Na 0.999; P 1.138; F -0.373; F -0.337; F -0.345; F -0.356; F -0.363; F -0.366; C -0.289; C -0.283; O -0.297; C 0.691; O -0.570; O -0.310; H 0.255; H 0.273; H 0.271; H 0.259; C -0.666; O -0.293; C 0.775; O -0.585; O -0.315; C -0.591; H 0.245; H 0.296; H 0.312; H 0.260; H 0.274; H 0.288; C -0.699; O -0.278; C 0.842; O -0.617; O -0.314; C -0.575; H 0.323; H 0.278; H 0.286; H 0.261; H 0.270; H 0.222

3.
The following is a quantum chemistry calculation of C35H26IN5P2PdS2 as an isolated structure in a non-equilibrium geometry, from the Open Molecules 2025 dataset.

ORCA input file:
```
! wB97M-V def2-TZVPD RIJCOSX def2/J DEFGRID3
* xyz -2 1
Pd -0.22 1.03 -1.10
N 1.27 -0.37 1.10
P 1.63 0.30 -0.44
C 2.94 1.56 0.01
C 4.10 1.23 0.72
C 5.01 2.21 1.10
C 4.77 3.54 0.76
C 3.62 3.87 0.05
C 2.71 2.89 -0.32
C 2.84 -0.97 -1.06
C 3.63 -0.68 -2.18
C 4.44 -1.64 -2.75
C 4.50 -2.92 -2.22
C 3.73 -3.22 -1.10
C 2.91 -2.25 -0.53
P -0.32 0.24 1.48
C -0.04 0.11 3.35
C 0.20 1.30 4.03
C 0.46 1.31 5.40
C 0.45 0.12 6.11
C 0.20 -1.08 5.45
C -0.05 -1.08 4.08
C -1.37 -1.27 1.34
C -0.94 -2.44 0.73
C -1.78 -3.54 0.61
C -3.08 -3.47 1.10
C -3.53 -2.30 1.69
C -2.68 -1.21 1.81
H 1.94 -0.46 1.85
H 4.30 0.20 0.98
H 5.90 1.94 1.66
H 5.47 4.31 1.05
H 3.43 4.91 -0.21
H 1.80 3.14 -0.84
H 3.59 0.32 -2.61
H 5.04 -1.39 -3.62
H 5.13 -3.68 -2.66
H 3.77 -4.22 -0.66
H 2.31 -2.49 0.34
H 0.19 2.23 3.47
H 0.65 2.25 5.90
H 0.64 0.12 7.18
H 0.19 -2.01 6.00
H -0.25 -2.02 3.58
H 0.07 -2.48 0.32
H -1.44 -4.44 0.12
H -3.75 -4.32 0.99
H -4.55 -2.22 2.05
H -3.04 -0.28 2.24
S -2.61 0.54 -1.45
C -3.30 2.09 -1.84
C -4.70 2.18 -1.94
C -5.36 3.35 -2.26
C -6.80 3.36 -2.33
N -7.95 3.36 -2.39
C -4.61 4.51 -2.49
C -3.23 4.45 -2.41
C -2.53 3.27 -2.09
S -0.80 3.33 -2.03
C -5.24 5.76 -2.83
N -5.73 6.77 -3.09
H -5.27 1.28 -1.76
H -2.65 5.34 -2.59
I -2.67 -5.53 -2.58
C -1.33 -3.97 -2.75
C 0.03 -4.05 -2.60
N 0.48 -2.79 -2.77
N -0.49 -1.91 -3.00
C -1.61 -2.61 -2.99
H 0.69 -4.88 -2.38
H 1.43 -2.45 -2.65
H -2.56 -2.11 -3.11
*
```

Values from the calculation:
Frontier orbital gap ... 4.29 eV
E_LUMO ... 3.3699 eV
HOMO ... -0.92 eV
Energy above the lowest of the compared OMol25 structures with the same formula, charge and spin ... 2.6 kcal/mol

So, what does the Mulliken scheme give us? The charges, in e, come out as: Pd -1.636; N -0.437; P 1.847; C 0.187; C -0.304; C -0.653; C -0.349; C -0.555; C -0.478; C -0.008; C -0.523; C -0.585; C -0.430; C -0.541; C 0.017; P 0.673; C -0.235; C -0.352; C -0.530; C -0.374; C -0.594; C -0.157; C 0.316; C -0.082; C -0.469; C -0.669; C -0.590; C -0.359; H 0.384; H 0.271; H 0.367; H 0.347; H 0.410; H 0.184; H 0.403; H 0.362; H 0.352; H 0.403; H 0.240; H 0.369; H 0.369; H 0.346; H 0.372; H 0.346; H -0.129; H 0.605; H 0.349; H 0.350; H 0.387; S -0.145; C 0.324; C -0.912; C 0.331; C 0.027; N -0.649; C 0.604; C -1.054; C 0.533; S -0.593; C 0.039; N -0.644; H 0.470; H 0.448; I 0.078; C -0.707; C -0.197; N 0.235; N -0.529; C -0.169; H 0.506; H 0.295; H 0.498

4.
The following is a quantum chemistry calculation of C20H26Br2LiN5O2 as an isolated structure, from the Open Molecules 2025 dataset.

ORCA input file:
```
! wB97M-V def2-TZVPD RIJCOSX def2/J DEFGRID3
* xyz 0 1
Li 0.99 -0.09 0.05
N 1.01 0.73 1.99
C 2.41 0.50 2.39
C 3.34 0.98 1.29
N 3.05 0.30 0.04
H 0.83 1.73 1.90
H 0.37 0.36 2.68
H 2.53 -0.57 2.53
H 2.67 1.01 3.32
H 4.38 0.85 1.63
H 3.19 2.05 1.13
H 3.32 -0.68 0.07
H 3.50 0.74 -0.75
C -4.21 -1.49 0.14
C -3.13 -0.89 -0.72
C -2.88 -1.33 -2.01
C -1.83 -0.80 -2.73
C -1.04 0.15 -2.11
Br 0.52 0.76 -3.01
N -1.28 0.63 -0.91
C -2.31 0.11 -0.24
H -4.93 -2.04 -0.47
H -4.75 -0.72 0.70
H -3.78 -2.18 0.86
H -3.50 -2.10 -2.45
H -1.59 -1.15 -3.73
H -2.46 0.51 0.76
C -1.92 5.01 -0.27
C -0.48 4.63 -0.32
C 0.65 5.39 -0.51
C 1.72 4.47 -0.53
N 1.28 3.23 -0.35
N -0.06 3.36 -0.21
C 3.18 4.74 -0.70
H -2.02 6.09 -0.21
H -2.41 4.57 0.60
H -2.46 4.67 -1.16
H 0.69 6.46 -0.64
H -0.60 2.50 -0.25
H 3.34 5.69 -1.20
H 3.65 3.95 -1.30
H 3.69 4.77 0.26
Br -3.22 -5.81 -1.10
C -1.55 -5.49 -0.25
C -0.94 -6.52 0.45
C 0.28 -6.27 1.07
C 0.86 -5.02 1.00
C 0.24 -4.00 0.30
C -0.98 -4.24 -0.34
C 0.84 -2.61 0.23
O 1.91 -2.39 0.83
O 0.19 -1.76 -0.44
H -1.40 -7.50 0.50
H 0.76 -7.07 1.62
H 1.81 -4.81 1.48
H -1.45 -3.43 -0.88
*
```

Values from the calculation:
Frontier orbital gap ... 9.06 eV
E_LUMO ... 0.3662 eV
HOMO ... -8.70 eV
Energy above the lowest of the compared OMol25 structures with the same formula, charge and spin ... 4.8 kcal/mol

So, what does the Mulliken scheme give us? The charges, in e, come out as: Li 0.831; N -0.537; C -0.662; C -0.342; N -0.469; H 0.197; H 0.184; H 0.326; H 0.434; H 0.416; H 0.081; H 0.234; H 0.177; C -1.511; C 0.593; C -0.317; C -0.625; C 0.101; Br -0.106; N -0.375; C -0.401; H 0.388; H 0.411; H 0.293; H 0.381; H 0.414; H 0.457; C -1.251; C 0.668; C -0.930; C 0.568; N -0.397; N 0.550; C -1.351; H 0.349; H 0.305; H 0.270; H 0.413; H 0.175; H 0.387; H 0.301; H 0.231; Br -0.226; C 0.010; C -0.346; C -0.561; C -0.414; C -0.063; C -0.016; C 0.483; O -0.745; O -0.571; H 0.395; H 0.381; H 0.439; H 0.374

Q: Which electronic energy values were calculated for the entries above? A: -328.7533; -2294.7909; -3527.9007; -6357.6781, in a.u..